Record 1
{"formula": "C2H3N4", "method": "ωB97M-V with the def2-TZVPD basis set", "symbols": ["C", "C", "N", "N", "N", "N", "H", "H", "H"], "coordinates": [[1.5530, -0.0154, -0.0061], [0.0585, 0.0275, -0.0230], [2.2582, -0.9216, -0.6691], [2.3034, 0.8805, 0.6356], [3.5106, -0.5314, -0.3538], [3.5923, 0.5501, 0.3945], [-0.5898, 0.7904, -0.5991], [-0.2977, -0.8822, -0.4346], [-0.1525, 0.1475, 1.0778]], "forces_ev_per_a": [[-0.553, 1.363, -0.742], [-0.765, 1.409, 1.223], [1.193, 1.157, 1.126], [-0.334, 0.847, 0.526], [2.412, -0.988, -0.996], [-2.639, -1.814, -0.927], [1.729, -0.448, 0.789], [-0.370, -1.237, 0.112], [-0.672, -0.290, -1.111]], "relative_energy_kcal_mol": 5.6, "charge": -1, "homo_ev": -4.4, "gap_ev": 8.84, "energy_ev": -8082.956, "lumo_ev": 4.418}

---

Record 2
{"formula": "C24H28BF4IO10", "method": "ωB97M-V with the def2-TZVPD basis set", "symbols": ["C", "B", "O", "C", "C", "C", "C", "C", "C", "O", "I", "C", "C", "F", "F", "C", "F", "F", "C", "C", "C", "O", "C", "C", "C", "O", "H", "H", "H", "H", "H", "H", "H", "H", "H", "H", "H", "H", "C", "C", "O", "C", "O", "O", "C", "H", "H", "H", "H", "H", "H", "H", "H", "C", "C", "O", "C", "O", "O", "C", "H", "H", "H", "H", "H", "H", "H", "H"], "coordinates": [[-1.1767, 3.7602, 4.2776], [-0.9488, 3.9559, 2.6594], [0.0514, 4.8282, 2.0944], [-1.9796, 3.0845, 1.7057], [-3.3353, 3.6799, 1.1553], [-3.7463, 5.1740, 1.5313], [-4.2519, 2.7679, 0.2476], [-5.6328, 3.3995, -0.2298], [-6.8156, 2.5398, 0.4970], [-7.8454, 2.1606, -0.0914], [-6.4579, 2.1535, 2.6463], [-3.8308, 1.3017, -0.1686], [-4.6684, 0.3392, -1.1119], [-3.8634, -0.3673, -2.0847], [-5.6767, 0.9611, -1.8993], [-5.4716, -0.7164, -0.1477], [-5.1196, -0.5959, 1.2222], [-6.8793, -0.5778, -0.3687], [-2.4766, 0.7711, 0.4196], [-1.5576, 1.6330, 1.3690], [-0.2171, 0.9152, 1.9235], [0.1674, 0.9356, 3.1112], [0.5699, 0.0611, 0.7923], [-0.2893, -0.7404, -0.0557], [-1.9004, -0.7090, 0.1156], [-2.5984, -1.7448, 0.0591], [-2.3135, 3.8677, 4.4417], [-0.5916, 4.5618, 4.8426], [-0.8778, 2.7049, 4.5965], [-0.0961, 5.7087, 2.5252], [-2.8892, 5.8605, 1.8264], [-4.1963, 5.6416, 0.5708], [-4.6147, 5.1601, 2.2956], [-5.7217, 3.3388, -1.3793], [-5.8272, 4.4793, 0.0563], [-5.1558, -1.7589, -0.4930], [1.7002, 0.0896, 0.6834], [0.1034, -1.3966, -0.8987], [5.2523, -2.4822, -4.2070], [4.8055, -1.0468, -4.4102], [3.5702, -0.9941, -5.1364], [2.4658, -1.2353, -4.4141], [2.4283, -1.4770, -3.2300], [1.4078, -1.1853, -5.2403], [0.1672, -1.5050, -4.6115], [5.2904, -3.0117, -5.1625], [6.2394, -2.5175, -3.7415], [4.5518, -3.0267, -3.5693], [5.5467, -0.5164, -5.0126], [4.7213, -0.5124, -3.4595], [0.0059, -0.8972, -3.7185], [0.1386, -2.5686, -4.3638], [-0.6328, -1.2922, -5.3213], [5.6626, -5.0598, 3.3062], [6.0851, -3.6385, 2.9859], [5.7722, -3.3070, 1.6275], [4.4902, -2.9785, 1.3938], [3.6069, -2.9310, 2.2152], [4.3560, -2.7330, 0.0788], [3.0158, -2.4478, -0.3219], [6.0879, -5.7596, 2.5821], [5.9894, -5.3435, 4.3089], [4.5769, -5.1692, 3.2545], [7.1691, -3.5487, 3.0896], [5.6349, -2.9191, 3.6758], [2.5820, -1.6493, 0.2809], [2.4086, -3.3538, -0.2537], [3.0351, -2.1206, -1.3621]], "forces_ev_per_a": [[-0.285, 0.656, -0.786], [0.103, -0.070, 0.412], [-2.611, -0.207, 1.046], [-1.332, -2.055, -2.041], [1.522, -3.594, -0.664], [-1.047, -0.614, -1.279], [2.473, -0.047, 0.912], [0.004, -1.363, 0.011], [-3.006, -0.406, -3.252], [4.432, 1.639, 2.830], [-0.318, 0.246, -0.830], [3.045, 2.444, 1.945], [-0.888, 0.076, 0.046], [-1.579, 1.510, 2.441], [2.279, -0.585, 1.477], [-0.024, -1.461, -0.810], [-1.199, 0.142, -2.784], [3.004, -0.094, 1.081], [-0.461, 1.916, 0.561], [-3.221, 0.812, -1.573], [0.680, -0.422, 0.852], [-1.331, 0.374, -3.941], [-3.617, -1.445, -1.675], [1.208, 2.120, 1.917], [-0.428, -0.833, 0.297], [2.318, 3.556, -0.040], [1.682, -0.138, 0.060], [-0.864, -1.216, -0.424], [-0.335, 1.468, -0.455], [0.811, -1.074, -0.261], [-1.024, -1.254, -0.130], [0.801, -0.627, 1.589], [1.619, 0.073, -0.990], [-0.166, -0.184, 1.962], [0.598, -1.404, -0.035], [-0.615, 1.393, 0.705], [-1.776, -0.031, 0.429], [-0.494, 0.825, 1.395], [-0.224, -0.215, 0.036], [0.641, -0.177, 0.279], [-0.596, 0.133, 0.273], [0.167, -0.086, -0.491], [-0.143, 0.220, -0.493], [0.471, 0.085, 0.377], [-0.493, -0.098, 0.104], [0.109, 0.137, 0.022], [-0.069, 0.039, -0.039], [0.093, 0.116, 0.044], [-0.331, 0.013, -0.138], [-0.195, -0.121, -0.103], [0.122, -0.132, -0.051], [0.030, 0.137, 0.118], [0.296, 0.032, -0.084], [-0.266, -0.121, -0.132], [0.129, -0.284, 0.557], [-0.321, 0.341, -0.184], [0.062, -0.207, -0.069], [0.359, 0.064, -0.316], [0.202, -0.003, 0.558], [-0.338, 0.081, -0.434], [0.116, 0.086, 0.105], [0.015, 0.043, -0.070], [0.082, 0.106, 0.089], [-0.111, 0.091, -0.318], [-0.121, -0.071, -0.220], [0.101, -0.322, 0.114], [-0.032, 0.141, 0.178], [0.287, -0.155, 0.290]], "relative_energy_kcal_mol": 0.0, "homo_ev": -9.2, "smiles": "CB(O)c1c(C)c(CC(=O)I)c(C(F)(F)C(F)F)c2c1C(=O)C=CC2=O.CCOC(=O)OC.CCOC(=O)OC", "gap_ev": 7.80, "energy_ev": -65457.880, "lumo_ev": -1.361}

---

Record 3
{"formula": "C2H9N5", "method": "ωB97M-V with the def2-TZVPD basis set", "symbols": ["C", "C", "H", "H", "H", "H", "H", "H", "H", "H", "H", "N", "N", "N", "N", "N"], "coordinates": [[1.9567, -0.1943, 0.4978], [-0.0794, 0.6674, -0.0010], [2.2399, 0.8923, 0.9515], [2.4041, 0.0329, -0.6228], [2.3921, -0.8745, 1.4005], [-0.0036, -2.3728, -0.2731], [-0.0469, -1.2198, -1.4186], [0.3490, 2.6674, -0.1193], [-2.0064, 1.5189, -0.4504], [-2.2361, -0.6469, 1.3208], [-1.7926, -1.2217, -0.4594], [0.6650, -0.4415, 0.2922], [0.6962, -1.5721, -0.6433], [0.7403, 1.6961, -0.3924], [-1.5621, 0.6243, -0.0740], [-2.3343, -0.5375, 0.3446]], "forces_ev_per_a": [[7.753, 3.609, 2.059], [-0.294, 3.947, -2.562], [-1.337, -2.683, -0.798], [0.214, -1.429, 3.001], [-0.387, 0.705, -3.032], [2.215, 1.935, -0.293], [2.550, -0.868, 1.355], [0.215, -1.968, -1.163], [0.652, -2.168, 0.930], [0.761, -0.930, 0.989], [-2.632, 1.149, 4.251], [-4.273, -2.135, 0.006], [-6.210, -0.978, -1.400], [-4.310, 0.168, 2.386], [2.614, 1.462, 0.343], [2.469, 0.186, -6.073]], "relative_energy_kcal_mol": 156.9, "homo_ev": -8.6, "smiles": "[H]/N=C(\\NN)N(C)N", "gap_ev": 9.13, "energy_ev": -9664.091, "lumo_ev": 0.549}

---

Record 4
{"formula": "C3H4F2", "method": "ωB97M-V with the def2-TZVPD basis set", "symbols": ["C", "C", "C", "H", "H", "H", "H", "F", "F"], "coordinates": [[2.1196, 0.1648, 0.2138], [0.5049, 0.1488, 0.7027], [-0.5304, 0.0366, -0.1459], [2.3988, -1.1928, 0.5223], [1.9802, 0.4310, -1.1857], [2.6962, 1.1263, 1.0903], [0.1968, 0.7104, 1.5057], [-0.6010, -0.7974, -1.2472], [-1.6030, 0.4446, 0.5187]], "forces_ev_per_a": [[-2.484, -1.314, 0.912], [3.973, 0.274, -4.742], [2.301, -2.103, 1.791], [-0.039, 4.682, -1.279], [1.192, -0.867, 4.832], [-1.534, -3.399, -3.397], [0.025, 1.044, 2.098], [-0.777, 2.222, 1.755], [-2.658, -0.539, -1.970]], "relative_energy_kcal_mol": 119.9, "homo_ev": -9.5, "gap_ev": 9.76, "energy_ev": -8604.914, "lumo_ev": 0.289}

---

Please write out number 1 again, unchanged.
{"formula": "C2H3N4", "method": "ωB97M-V with the def2-TZVPD basis set", "symbols": ["C", "C", "N", "N", "N", "N", "H", "H", "H"], "coordinates": [[1.5530, -0.0154, -0.0061], [0.0585, 0.0275, -0.0230], [2.2582, -0.9216, -0.6691], [2.3034, 0.8805, 0.6356], [3.5106, -0.5314, -0.3538], [3.5923, 0.5501, 0.3945], [-0.5898, 0.7904, -0.5991], [-0.2977, -0.8822, -0.4346], [-0.1525, 0.1475, 1.0778]], "forces_ev_per_a": [[-0.553, 1.363, -0.742], [-0.765, 1.409, 1.223], [1.193, 1.157, 1.126], [-0.334, 0.847, 0.526], [2.412, -0.988, -0.996], [-2.639, -1.814, -0.927], [1.729, -0.448, 0.789], [-0.370, -1.237, 0.112], [-0.672, -0.290, -1.111]], "relative_energy_kcal_mol": 5.6, "charge": -1, "homo_ev": -4.4, "gap_ev": 8.84, "energy_ev": -8082.956, "lumo_ev": 4.418}